Entry from the Open Molecules 2025 dataset: 16 unconnected molecules or ions with the total composition C64H176N16O16 (ωB97M-V with the def2-TZVPD basis set).

Cartesian coordinates (Å):
C: -5.299 -0.265 -6.815
C: -4.349 -1.302 -6.082
C: -5.158 -2.136 -5.087
O: -5.860 -1.260 -4.200
C: -6.745 -1.998 -3.280
N: -3.638 -2.093 -7.025
H: -5.733 0.443 -6.069
H: -6.113 -0.742 -7.345
H: -4.645 0.180 -7.607
H: -3.649 -0.654 -5.494
H: -4.473 -2.821 -4.477
H: -5.896 -2.764 -5.555
H: -7.590 -2.489 -3.841
H: -7.120 -1.360 -2.482
H: -6.178 -2.785 -2.812
H: -4.218 -2.424 -7.842
H: -2.829 -1.620 -7.324
C: -2.548 -3.361 2.767
C: -1.207 -2.733 2.893
C: -0.254 -3.768 3.466
O: -0.189 -4.937 2.720
C: 0.594 -5.923 3.328
N: -0.684 -2.133 1.671
H: -2.426 -4.267 2.107
H: -3.389 -2.644 2.378
H: -2.929 -3.632 3.784
H: -1.131 -1.988 3.669
H: -0.571 -3.939 4.554
H: 0.715 -3.267 3.491
H: 0.267 -6.839 2.785
H: 0.239 -6.117 4.363
H: 1.634 -5.740 3.295
H: -0.816 -1.123 1.758
H: -1.290 -2.438 0.830
C: -1.486 -7.190 -0.673
C: -1.232 -5.739 -1.074
C: -2.550 -5.014 -0.952
O: -2.386 -3.616 -1.176
C: -3.588 -2.977 -1.564
N: -0.024 -5.235 -0.398
H: -2.319 -7.652 -1.167
H: -1.653 -7.264 0.441
H: -0.601 -7.789 -0.924
H: -0.989 -5.753 -2.153
H: -3.209 -5.080 -0.050
H: -3.093 -5.382 -1.835
H: -4.302 -3.276 -0.805
H: -3.945 -3.335 -2.558
H: -3.368 -1.934 -1.622
H: 0.192 -4.324 -0.793
H: -0.072 -5.129 0.628
C: 0.728 3.215 -3.881
C: 0.652 4.588 -3.199
C: -0.125 4.402 -1.891
O: -1.474 3.896 -2.075
C: -2.446 4.869 -2.044
N: 2.003 4.925 -2.766
H: 1.352 2.543 -3.297
H: 1.225 3.440 -4.858
H: -0.203 2.751 -3.982
H: 0.205 5.273 -3.949
H: -0.085 5.308 -1.215
H: 0.376 3.591 -1.274
H: -2.300 5.420 -1.078
H: -3.409 4.350 -2.096
H: -2.435 5.599 -2.807
H: 1.964 5.609 -2.040
H: 2.583 5.302 -3.539
C: 7.187 -1.474 -3.366
C: 6.119 -0.430 -3.386
C: 4.896 -0.788 -4.205
O: 3.874 0.163 -4.119
C: 3.893 1.181 -5.088
N: 5.693 0.037 -2.087
H: 7.654 -1.566 -4.347
H: 6.811 -2.428 -2.949
H: 7.971 -1.172 -2.705
H: 6.562 0.472 -3.901
H: 4.510 -1.695 -3.818
H: 5.241 -0.944 -5.215
H: 4.906 1.334 -5.462
H: 3.502 2.064 -4.616
H: 3.197 1.010 -5.843
H: 5.668 -0.639 -1.347
H: 4.802 0.540 -2.160
C: -5.899 -0.169 9.440
C: -5.980 0.292 8.021
C: -7.446 0.540 7.656
O: -8.056 -0.716 7.520
C: -9.413 -0.680 7.172
N: -5.221 1.442 7.640
H: -6.290 -1.189 9.701
H: -6.469 0.434 10.141
H: -4.819 -0.122 9.822
H: -5.703 -0.664 7.460
H: -7.495 1.103 6.734
H: -7.969 1.157 8.451
H: -9.596 -0.189 6.212
H: -10.132 -0.395 7.913
H: -9.807 -1.704 6.984
H: -5.234 1.452 6.657
H: -4.208 1.274 7.705
C: 6.045 3.900 -0.048
C: 5.027 3.741 -1.175
C: 5.610 3.355 -2.576
O: 6.281 4.616 -3.047
C: 7.558 4.338 -3.531
N: 3.768 3.059 -0.809
H: 6.377 2.881 0.288
H: 5.513 4.448 0.746
H: 6.863 4.488 -0.284
H: 4.697 4.794 -1.355
H: 4.764 3.086 -3.254
H: 6.361 2.506 -2.646
H: 7.940 5.079 -4.191
H: 7.571 3.401 -4.114
H: 8.287 4.301 -2.713
H: 2.984 3.349 -1.404
H: 3.912 2.074 -0.885
C: 3.799 -4.723 -4.295
C: 3.446 -5.285 -2.952
C: 3.508 -4.284 -1.764
O: 4.754 -3.626 -1.701
C: 5.784 -4.468 -1.175
N: 2.035 -5.733 -2.987
H: 3.953 -5.561 -4.976
H: 4.692 -3.975 -4.233
H: 2.837 -4.188 -4.475
H: 4.091 -6.139 -2.664
H: 3.221 -4.918 -0.869
H: 2.688 -3.573 -1.973
H: 5.376 -4.912 -0.242
H: 6.678 -3.870 -0.986
H: 5.985 -5.271 -1.892
H: 1.942 -6.737 -3.335
H: 1.565 -5.715 -2.055
C: -6.849 1.786 0.551
C: -6.484 0.544 -0.176
C: -5.354 0.771 -1.171
O: -5.661 1.757 -2.183
C: -4.903 1.551 -3.403
N: -5.937 -0.563 0.666
H: -7.549 1.507 1.383
H: -7.302 2.612 -0.097
H: -5.999 2.168 1.086
H: -7.356 0.202 -0.712
H: -5.148 -0.229 -1.680
H: -4.499 1.053 -0.572
H: -3.816 1.890 -3.352
H: -5.451 2.020 -4.185
H: -4.971 0.457 -3.537
H: -5.485 -1.304 0.151
H: -6.685 -0.804 1.330
C: -2.253 -2.746 7.653
C: -1.145 -1.743 7.933
C: 0.054 -1.777 6.976
O: 0.752 -3.038 6.972
C: 2.078 -3.001 6.461
N: -1.785 -0.396 7.930
H: -1.929 -3.743 7.650
H: -2.729 -2.427 6.707
H: -3.103 -2.634 8.295
H: -0.682 -2.005 8.889
H: 0.805 -1.042 7.398
H: -0.148 -1.501 5.928
H: 2.152 -2.795 5.440
H: 2.549 -4.065 6.501
H: 2.664 -2.357 7.074
H: -2.041 -0.024 7.068
H: -1.057 0.218 8.221
C: 0.431 4.002 1.950
C: 1.630 3.813 2.867
C: 1.587 2.358 3.402
O: 0.509 2.146 4.205
C: 0.260 0.803 4.407
N: 2.887 4.009 2.122
H: -0.326 3.358 2.385
H: 0.625 3.431 1.017
H: 0.157 5.038 1.727
H: 1.605 4.533 3.689
H: 2.498 2.179 3.950
H: 1.627 1.732 2.462
H: -0.069 0.264 3.538
H: -0.506 0.810 5.216
H: 1.171 0.255 4.763
H: 3.632 3.446 2.425
H: 2.835 3.700 1.147
C: 3.076 7.921 -5.692
C: 4.384 7.235 -5.236
C: 4.916 7.800 -3.915
O: 5.418 9.145 -4.108
C: 5.569 9.680 -2.800
N: 4.056 5.822 -5.098
H: 3.043 9.012 -5.638
H: 2.315 7.581 -4.974
H: 2.831 7.639 -6.734
H: 5.098 7.389 -6.031
H: 5.683 7.072 -3.530
H: 4.148 7.813 -3.160
H: 5.642 10.763 -2.785
H: 6.373 9.163 -2.250
H: 4.673 9.495 -2.199
H: 4.745 5.170 -4.727
H: 3.877 5.487 -6.099
C: 4.687 -0.639 4.669
C: 5.117 -0.573 3.233
C: 4.300 -1.299 2.186
O: 4.388 -2.719 2.450
C: 3.500 -3.451 1.671
N: 5.375 0.870 2.856
H: 4.549 -1.595 5.117
H: 3.747 -0.065 4.844
H: 5.475 -0.226 5.321
H: 6.138 -1.034 3.137
H: 4.687 -1.036 1.234
H: 3.175 -1.009 2.181
H: 3.689 -4.490 1.878
H: 3.627 -3.244 0.577
H: 2.460 -3.231 1.886
H: 5.371 1.442 3.671
H: 4.568 1.275 2.286
C: -0.784 -4.721 -6.234
C: -1.119 -4.609 -4.748
C: -1.391 -3.140 -4.396
O: -0.332 -2.312 -4.806
C: -0.675 -0.942 -5.034
N: -2.376 -5.343 -4.446
H: -1.618 -4.324 -6.843
H: -0.589 -5.770 -6.380
H: 0.154 -4.217 -6.376
H: -0.305 -5.035 -4.198
H: -1.534 -3.176 -3.346
H: -2.387 -2.875 -4.865
H: -1.439 -0.896 -5.832
H: 0.214 -0.344 -5.343
H: -1.075 -0.469 -4.116
H: -3.151 -5.077 -5.042
H: -2.239 -6.330 -4.508
C: -2.208 4.736 4.677
C: -2.783 3.372 5.267
C: -3.106 2.475 4.013
O: -3.798 1.285 4.384
C: -4.061 0.447 3.263
N: -1.730 2.744 6.113
H: -3.008 5.353 4.273
H: -1.563 4.478 3.859
H: -1.738 5.363 5.383
H: -3.669 3.455 5.890
H: -2.152 2.297 3.466
H: -3.791 3.047 3.374
H: -4.740 -0.364 3.551
H: -3.097 0.050 2.947
H: -4.565 1.075 2.465
H: -0.820 3.173 5.977
H: -1.954 2.865 7.084
C: 2.266 -0.752 -1.367
C: 0.881 -0.926 -0.701
C: 0.178 0.441 -0.657
O: -0.964 0.368 0.136
C: -1.662 1.566 0.199
N: 0.210 -2.000 -1.468
H: 2.043 -0.235 -2.295
H: 2.721 -1.744 -1.540
H: 2.921 -0.169 -0.772
H: 0.961 -1.289 0.310
H: -0.011 0.761 -1.699
H: 0.862 1.218 -0.268
H: -2.053 1.973 -0.765
H: -1.141 2.410 0.598
H: -2.475 1.370 0.888
H: 0.280 -1.789 -2.456
H: -0.741 -2.283 -1.199

## Properties
- HOMO energy (Eh) = -0.3172
- orbital gap (eV) = 9.2
- DFT total energy (eV) = -125811.9600
- largest force on an atom (eV/Å) = 3.35
- net charge = 0

Here are the Löwdin charges for atoms 1 to 5, given in e: atom 1 (C): -0.044, atom 2 (C): -0.449, atom 3 (C): -0.198, atom 4 (O): -0.241, atom 5 (C): -0.045